An isolated ion of composition C3H7N2OSe and charge +1 at a distorted geometry, computed with ωB97M-V/def2-TZVPD.

Maximum force (eV Å⁻¹): 4.832
Relative energy (zero: lowest compared OMol25 entry of this formula, charge and spin) (kJ/mol): 138.9
SMILES: [NH3+][C@@H]1NC(=O)C[Se]1
Spin multiplicity: 1
Net charge: +1
LUMO level (eV): -4.004
Kohn-Sham gap (eV): 9.472
Highest occupied orbital energy (eV): -13.5
DFT total energy (a.u.): -2704.40211

```
14
C3H7N2OSe ωB97M-V/def2-TZVPD
N 0.5702 1.3485 -0.2216
C -0.0434 0.3754 0.8928
N 0.5080 -0.8509 0.7237
C -0.0590 -1.9413 0.0682
O 0.5279 -2.9762 0.0608
C -1.4239 -1.6739 -0.5276
Se -2.0065 0.1129 0.0780
H 1.5484 1.4681 0.1426
H 0.1420 2.1967 -0.1557
H 0.6079 1.0107 -1.2942
H 0.1100 0.9667 1.9251
H 1.2221 -1.2307 1.3666
H -1.3239 -1.7112 -1.6393
H -2.0812 -2.4245 -0.0223
```

=====

A 2-piece molecular cluster, C9H9N3O2 overall at a distorted geometry, computed with ωB97M-V/def2-TZVPD.

Maximum force (eV Å⁻¹): 4.746
Relative energy (zero: lowest compared OMol25 entry of this formula, charge and spin) (kJ/mol): 731.2
Spin multiplicity: 1
LUMO level (spin up / spin down) (eV): -1.583 / -0.025
Kohn-Sham gap (spin up / spin down) (eV): 5.874 / 7.222
Highest occupied orbital energy (spin up / spin down) (eV): -7.5 / -7.2
DFT total energy (a.u.): -662.89073

```
23
C9H9N3O2 ωB97M-V/def2-TZVPD
C -3.5944 0.6592 -0.1192
C 3.9158 0.8625 0.4682
C -3.4391 -0.6679 0.2298
C 2.6235 0.3965 0.5920
C -2.3176 1.0935 -0.3505
C 4.0664 0.7677 -0.9131
C -2.1123 -1.0527 0.2370
C 1.9569 -0.0792 -0.5536
C -1.4114 -2.2599 0.5624
N -1.5045 0.0573 -0.2176
N 2.9341 0.3040 -1.5410
N -0.2290 -2.6574 0.4613
O 0.2583 -3.6534 0.9224
O 0.9450 -0.7884 -0.3317
H -4.4518 1.3168 0.0677
H 4.7101 1.1147 1.1639
H -4.2801 -1.3672 0.4792
H 2.0628 0.0395 1.4453
H -1.8948 2.0759 -0.5613
H 4.9103 1.0984 -1.5558
H -2.1828 -2.9073 1.1383
H -0.5043 0.1821 -0.4237
H 3.1607 0.0022 -2.4959
```

=====

A 2-piece molecular cluster, CH3NO2S overall at a distorted geometry, computed with ωB97M-V/def2-TZVPD.

Maximum force (eV Å⁻¹): 3.783
Relative energy (zero: lowest compared OMol25 entry of this formula, charge and spin) (kJ/mol): 663.3
Spin multiplicity: 1
LUMO level (spin up / spin down) (eV): -2.226 / -1.115
Kohn-Sham gap (spin up / spin down) (eV): 8.485 / 9.357
Highest occupied orbital energy (spin up / spin down) (eV): -10.7 / -10.5
DFT total energy (a.u.): -643.06154

```
8
CH3NO2S ωB97M-V/def2-TZVPD
C -0.3366 -0.3156 0.8326
N -0.4767 0.9474 0.1358
O 0.9871 -0.7697 -1.3783
O 2.1505 0.9485 -0.1762
S 0.9455 0.2009 -0.3376
H -0.5691 -0.2456 1.8028
H -0.6836 -1.2057 0.2955
H -2.0171 0.4398 -1.1744
```

=====

C28H38N4O2PdSi3 as an isolated structure at a distorted geometry, computed with ωB97M-V/def2-TZVPD.

Maximum force (eV Å⁻¹): 1.061
Relative energy (zero: lowest compared OMol25 entry of this formula, charge and spin) (kJ/mol): 32.3
Spin multiplicity: 1
Net charge: -2
LUMO level (eV): 4.650
Kohn-Sham gap (eV): 6.117
Highest occupied orbital energy (eV): -1.5
DFT total energy (a.u.): -2455.76492

```
76
C28H38N4O2PdSi3 ωB97M-V/def2-TZVPD
Pd 0.1924 -0.4878 -0.8541
O -4.2521 6.7180 0.6058
C -3.3292 6.2849 -0.3308
O -3.0146 7.0882 -1.1841
C -2.9596 4.8860 -0.2850
C -2.0289 4.3802 -1.2285
C -1.6380 3.0779 -1.2443
C -2.1400 2.1078 -0.3006
C -3.0956 2.6317 0.6434
C -3.4702 3.9501 0.6338
N -1.7141 0.8696 -0.3737
C -2.0769 -0.0768 0.6033
C -2.8391 -1.7728 -1.0838
C -3.7954 -2.7108 -1.5495
C -3.5387 -3.4426 -2.6816
C -2.3336 -3.2628 -3.3674
C -1.4452 -2.3483 -2.8443
N -1.6719 -1.6331 -1.7402
H -4.4293 5.9905 1.2093
H -1.6184 5.0788 -1.9484
H -0.9116 2.7157 -1.9629
H -3.5526 1.9751 1.3734
H -4.2096 4.2400 1.3801
H -2.5879 0.3583 1.4684
H -4.7184 -2.8412 -1.0045
H -4.2733 -4.1557 -3.0389
H -2.0944 -3.8136 -4.2666
H -0.4906 -2.1592 -3.3208
C 4.4230 -2.2445 0.8931
Si 2.7610 -2.1087 -0.0327
C 1.8209 -3.6193 0.6038
C 3.1317 -2.5819 -1.8181
C 2.0134 -0.4524 0.2199
Si 3.1022 0.9926 -0.2579
C 4.1835 1.5183 1.2135
C 4.3422 0.6812 -1.6509
C 2.1809 2.5174 -0.8507
Si 0.7995 -0.1438 1.5945
C 1.3696 -0.9199 3.2323
C 0.4875 1.6580 2.0448
C -0.8452 -0.8894 1.0194
C -1.0927 -2.1390 1.6518
C -2.2433 -2.7371 2.1158
C -3.6186 -2.3034 1.9458
C -4.0557 -1.4971 0.9619
N -3.1156 -1.0022 0.0187
H 4.8472 -3.2482 0.7773
H 4.2735 -2.0618 1.9629
H 5.1601 -1.5235 0.5320
H 2.3707 -4.4995 0.2528
H 0.8037 -3.6717 0.2094
H 1.7768 -3.6756 1.6955
H 3.6502 -3.5486 -1.8322
H 3.7404 -1.8530 -2.3469
H 2.1965 -2.6807 -2.3713
H 4.7797 0.6762 1.5762
H 3.5741 1.8790 2.0462
H 4.8691 2.3227 0.9271
H 5.0529 -0.1231 -1.4463
H 4.9140 1.6019 -1.8104
H 3.8026 0.4529 -2.5721
H 1.3471 2.8062 -0.2143
H 1.7899 2.3199 -1.8488
H 2.8750 3.3643 -0.9125
H 2.2555 -0.3788 3.5816
H 1.6472 -1.9731 3.1254
H 0.5892 -0.8493 3.9969
H 1.3983 2.1892 2.3315
H -0.1872 1.6640 2.9085
H 0.0014 2.2038 1.2378
H -0.1975 -2.7036 1.9001
H -2.1041 -3.6333 2.7129
H -4.3558 -2.6749 2.6540
H -5.0836 -1.1539 0.8896
N 1.5342 0.3495 -3.5983
C 1.0718 0.0461 -2.5775
```

=====

C28H18BF5N4O2SSeV as an isolated structure at a distorted geometry, computed with ωB97M-V/def2-TZVPD.

Maximum force (eV Å⁻¹): 3.087
Relative energy (zero: lowest compared OMol25 entry of this formula, charge and spin) (kJ/mol): 49.4
Spin multiplicity: 3
Net charge: +1
LUMO level (spin up / spin down) (eV): -4.497 / -4.477
Kohn-Sham gap (spin up / spin down) (eV): 6.126 / 6.166
Highest occupied orbital energy (spin up / spin down) (eV): -10.6 / -10.6
DFT total energy (a.u.): -5714.99322

```
61
C28H18BF5N4O2SSeV ωB97M-V/def2-TZVPD
V -0.2615 -0.0606 -2.0350
F -5.9226 3.5048 -2.4473
C -4.6608 3.1425 -2.5905
C -4.2025 1.9679 -2.0157
F -5.0256 1.1798 -1.3314
C -2.8771 1.6260 -2.1735
F -2.4294 0.4638 -1.5984
C -1.9664 2.3891 -2.8826
S -0.2788 1.9311 -3.0147
C -2.4598 3.5512 -3.4703
F -1.6444 4.3171 -4.1836
C -3.7833 3.9313 -3.3219
F -4.2197 5.0491 -3.8805
Se 3.1915 -5.9519 -5.0875
N 3.7555 -4.4100 -4.4695
C 2.7093 -3.7490 -4.0396
C 2.7747 -2.4207 -3.4656
C 3.9497 -1.6739 -3.3409
C 3.8734 -0.4048 -2.8054
C 2.6464 0.1028 -2.4004
N 1.5163 -0.6004 -2.5003
C 1.5813 -1.8477 -3.0259
C 0.3157 -2.5461 -3.1436
N -0.7687 -1.8734 -2.6961
C -1.9729 -2.4253 -2.8349
C -2.1494 -3.6763 -3.4133
C -1.0492 -4.3787 -3.8608
C 0.2215 -3.8083 -3.7315
C 1.4484 -4.4335 -4.1761
N 1.5091 -5.6276 -4.7116
H 4.8915 -2.0936 -3.6667
H 4.7612 0.2020 -2.7012
H 2.5551 1.0919 -1.9718
H -2.8185 -1.8566 -2.4706
H -3.1437 -4.0873 -3.5106
H -1.1478 -5.3574 -4.3111
C 1.2121 0.3962 6.6276
C 0.1735 1.2087 5.8374
C 0.1979 2.6652 6.3291
C -1.2106 0.6281 6.1307
C 0.5084 1.1626 4.3495
C 1.7459 1.6601 3.9172
C 2.1435 1.6604 2.5887
C 1.2514 1.1361 1.6787
O 1.3682 0.9836 0.3108
B 0.1806 0.3995 -0.1070
O -0.6566 0.1782 0.9733
C 0.0234 0.6400 2.0855
C -0.3738 0.6397 3.4061
H 0.9577 0.4161 7.6890
H 2.2167 0.8051 6.5183
H 1.2296 -0.6443 6.2983
H -0.0626 2.6966 7.3887
H -0.5214 3.2753 5.7800
H 1.1839 3.1154 6.2146
H -1.4032 0.6848 7.2023
H -1.2760 -0.4214 5.8363
H -1.9966 1.1894 5.6215
H 2.4304 2.0625 4.6518
H 3.1038 2.0516 2.2808
H -1.3444 0.2434 3.6711
```

=====

One molecule with the formula C11H8N2O at a distorted geometry, computed with ωB97M-V/def2-TZVPD.

Maximum force (eV Å⁻¹): 4.364
Relative energy (zero: lowest compared OMol25 entry of this formula, charge and spin) (kJ/mol): 202.6
SMILES: C/C(=C/c1ccccc1C#N)N=C=O
Spin multiplicity: 1
LUMO level (eV): -0.184
Kohn-Sham gap (eV): 8.538
Highest occupied orbital energy (eV): -8.7
DFT total energy (a.u.): -608.65363

```
22
C11H8N2O ωB97M-V/def2-TZVPD
C -0.0156 -3.1635 0.7497
C 0.0640 -1.7094 0.5037
C -0.0886 -1.1887 -0.7268
C 0.0311 0.2684 -0.8378
C 0.4532 0.8411 -1.9846
C 0.3671 2.2073 -2.2690
C -0.1251 3.0467 -1.2211
C -0.6120 2.5476 -0.0526
C -0.5596 1.1460 0.2029
C -1.1949 0.6511 1.3278
N -1.8731 0.6054 2.2594
N 0.6472 -1.0379 1.5832
C 1.2219 -1.0713 2.6402
O 1.8753 -0.8536 3.5625
H -0.6943 -3.6240 -0.0068
H -0.6226 -3.2251 1.7076
H 0.9057 -3.6821 0.9106
H -0.2470 -1.6506 -1.7261
H 0.8242 0.1495 -2.6771
H 0.6253 2.4086 -3.3927
H -0.0640 4.1158 -1.2431
H -0.9183 3.2185 0.6900
```